# 1
Entry from OMol25: 2 unconnected molecules or ions with the total composition C3H7Cl (wB97M-V/def2-TZVPD).

As for the total charge: 0. Its lowest unoccupied orbital energy (alpha / beta) is 0.4 / 0.8 eV.

Each line ends with the natural charge from an NBO analysis.
Geometry (Å):
C -0.08087 -0.30326 1.48629  -0.696
C 0.37580 0.77895 0.60927  -0.267
C -0.03138 -0.17281 -1.92288  -0.416
Cl -1.47783 -1.02435 -1.60728  -0.015
H 0.63100 -1.12319 1.50769  0.214
H -0.20378 0.07608 2.50710  0.223
H -1.05444 -0.67916 1.16572  0.225
H -0.24063 1.64253 0.44446  0.177
H 1.41923 0.86981 0.36617  0.179
H 0.82336 -0.79973 -2.07856  0.187
H -0.16047 0.73512 -2.47798  0.189

---

# 2
Entry from OMol25: a gas-phase ion, C7H14N3O2 (charge +1) (wB97M-V/def2-TZVPD).

Its structure (SMILES) is CC[N@@H+]1N(C)C(=O)N(C)[C@]12CO2. As for the total charge: +1. Its lowest unoccupied orbital energy is -3.1 eV.

Each line ends with the natural charge from an NBO analysis.
Geometry (Å):
C -0.83572 0.25498 -2.36633  -0.656
C -1.46343 0.74507 -1.14948  -0.236
N -0.67657 0.63107 0.10879  -0.207
N 0.63920 1.08866 0.03510  -0.297
C 0.77906 2.51639 -0.02356  -0.455
C 1.60159 0.27899 0.59978  0.782
O 2.77493 0.43759 0.64004  -0.545
N 1.03144 -0.89015 0.92263  -0.461
C 1.61555 -1.80472 1.91004  -0.423
C -0.40326 -0.90708 0.64397  0.542
C -1.18725 -2.10803 0.41046  -0.132
O -1.29529 -1.29209 1.58644  -0.439
H 0.07203 0.72000 -2.85633  0.258
H -0.81205 -0.79618 -2.39097  0.226
H -1.62008 0.62163 -3.08633  0.256
H -2.37937 0.16991 -1.02677  0.237
H -1.83721 1.73321 -1.26302  0.236
H -1.31902 0.99701 0.92722  0.440
H 0.31406 2.81870 -0.96255  0.216
H 0.38979 3.10676 0.87976  0.215
H 1.84151 2.83367 0.01550  0.283
H 1.18807 -1.76820 2.84156  0.215
H 1.66699 -2.82641 1.59910  0.219
H 2.69434 -1.35942 2.06142  0.270
H -2.08904 -2.09442 -0.24023  0.210
H -0.69028 -3.10692 0.18375  0.245

---

# 3
Entry from OMol25: a single C7H9N3O2 molecule (wB97M-V/def2-TZVPD).

Its structure (SMILES) is Cc1cc/c(=N\[N+](=O)[O-])n(C)c1. As for the total charge: 0. Its lowest unoccupied orbital energy is -0.3 eV.

Each line ends with the natural charge from an NBO analysis.
Geometry (Å):
C 3.11279 0.96896 0.00742  -0.637
C 1.60183 0.69903 0.11295  -0.067
C 0.61448 1.67674 0.33457  -0.149
C -0.73598 1.32042 0.28033  -0.237
C -1.14038 -0.09685 0.09498  0.414
N -2.51123 -0.70470 0.20527  -0.459
N -3.53565 0.12107 0.35089  0.606
O -4.61604 -0.47474 0.23757  -0.434
O -3.40867 1.31365 0.49143  -0.464
N -0.17420 -0.94929 -0.15637  -0.325
C -0.45521 -2.27874 -0.37319  -0.425
C 1.10408 -0.55931 -0.11621  0.053
H 3.44539 1.96725 0.49881  0.230
H 3.71921 0.17720 0.45955  0.232
H 3.46693 1.15360 -0.98076  0.229
H 0.84688 2.72007 0.28711  0.225
H -1.44844 2.19149 0.19535  0.282
H 0.47580 -2.85777 -0.47405  0.212
H -1.07449 -2.67750 0.40130  0.252
H -1.14339 -2.48217 -1.16511  0.245
H 1.85631 -1.22842 -0.69185  0.215

---

# 4
Entry from OMol25: a single C5H7N molecule (wB97M-V/def2-TZVPD).

Its structure (SMILES) is C#C[C@@H]1CN1C. As for the total charge: 0. Its lowest unoccupied orbital energy is 1.1 eV.

Each line ends with the natural charge from an NBO analysis.
Geometry (Å):
C 2.70700 -1.03222 -0.15781  -0.228
C 1.65418 -0.59561 -0.55023  -0.017
C 0.27193 -0.19575 -0.76099  -0.164
C -0.30315 1.19756 -0.80062  -0.217
N -0.27847 0.43740 0.40953  -0.383
C -1.40725 -0.10683 1.11658  -0.410
H 3.63232 -1.40560 0.22233  0.234
H -0.32123 -0.92535 -1.31974  0.209
H -1.25208 1.31373 -1.33767  0.187
H 0.34090 2.07381 -0.83160  0.206
H -1.04294 -0.98684 1.65769  0.208
H -2.26912 -0.40577 0.49765  0.168
H -1.73208 0.63146 1.85490  0.206

---

# 5
Entry from OMol25: a single C2H3I2NO molecule (wB97M-V/def2-TZVPD).

As for the total charge: 0. Its lowest unoccupied orbital energy (alpha / beta) is -3.7 / -3.7 eV.

Each line ends with the natural charge from an NBO analysis.
Geometry (Å):
C 0.60876 -0.55869 -0.05515  0.526
C -0.46878 -1.27390 -0.70928  -0.363
N 0.29120 0.52839 0.68532  -0.797
O 1.73566 -1.01965 -0.13062  -0.546
I -2.41850 -1.14087 -0.09054  0.603
I -5.26599 0.52132 -0.04967  -0.480
H -0.24886 -1.88521 -1.56572  0.237
H -0.60653 0.97635 0.60484  0.405
H 1.03547 1.04066 1.12488  0.416

---

> total charge of number 2 (C7H14N3O2)?

+1

---

> What is the total charge in the second record?

+1

---

> Which value of total charge does entry 3 give?

0

---

> Number 1 is which compound?

C3H7Cl